Record 1
C42H34N9O3SeTl as an isolated structure. Source: the Open Molecules 2025 dataset; level of theory: ωB97M-V with the def2-TZVPD basis set.

```
90
Properties=species:S:1:pos:R:3:forces:R:3
Tl 3.672076 -20.083770 4.001723 0.5 -0.9 0.5
C 4.609388 -24.625327 5.761080 0.1 -1.3 -0.4
O 5.827520 -23.874618 5.583048 0.7 0.4 0.3
C 5.490771 -22.712963 5.056321 -2.2 -0.3 0.6
N 4.229847 -22.451085 4.911678 1.0 -0.1 -0.2
C 3.474797 -23.590579 5.475181 1.1 -0.7 -0.2
C 2.416680 -24.150657 4.573805 -0.7 0.0 0.0
C 2.201012 -23.555308 3.334169 -0.5 -1.3 0.6
C 1.339040 -24.155222 2.400610 1.0 0.8 0.3
C 0.696535 -25.333725 2.730120 0.1 0.6 0.1
C 0.870558 -25.873608 4.004144 -1.2 -0.6 0.7
C 1.676281 -25.296060 4.961338 1.3 1.4 -1.7
C 6.509368 -21.707016 4.819990 1.6 0.7 -0.2
C 7.862697 -21.781012 5.175655 -0.3 -0.4 0.2
C 8.703859 -20.668962 5.030023 -1.0 -1.5 -0.6
C 8.171339 -19.583757 4.397783 -1.2 1.5 0.1
C 6.779464 -19.529304 4.103829 2.7 -1.2 0.7
N 6.027638 -20.596540 4.301240 -1.0 1.3 -0.2
C 6.122449 -18.325882 3.622674 0.8 -0.4 -0.9
N 4.880297 -18.362388 3.359548 -0.6 1.8 -0.2
C 4.473864 -16.925413 3.088688 1.5 -0.2 -0.4
C 5.862972 -16.321668 2.719235 0.1 0.6 0.2
O 6.838411 -17.244113 3.357961 -1.2 -0.3 0.0
C 3.368133 -16.705961 2.097374 0.9 -0.1 0.4
C 3.518962 -16.804035 0.723262 -1.0 0.3 -1.0
C 2.383547 -16.458208 -0.072634 2.0 -0.8 0.4
C 1.179370 -16.089207 0.494351 -0.2 0.0 -0.5
C 1.051335 -16.006297 1.859571 0.7 -0.6 1.0
C 2.176804 -16.322302 2.653620 -1.8 0.6 -0.5
H 4.569046 -25.081869 6.751054 0.2 0.6 0.2
H 4.747489 -25.506035 5.095047 -0.7 0.7 -0.1
H 3.120836 -23.269176 6.437381 -0.7 0.3 0.4
H 2.735893 -22.654229 3.150918 0.3 0.4 -0.6
H 1.308029 -23.649250 1.436468 -0.5 -0.4 0.0
H 0.024949 -25.777218 2.023030 -0.2 -0.3 -0.2
H 0.257830 -26.724833 4.327352 0.4 0.2 -0.4
H 1.889434 -25.728182 5.905437 -0.3 -0.5 0.8
H 8.230198 -22.719586 5.561011 0.1 0.0 0.2
H 9.739397 -20.725242 5.304999 0.2 0.1 0.1
H 8.775479 -18.708835 4.250303 0.1 0.3 -0.2
H 4.206504 -16.538290 4.058103 -0.4 0.2 0.3
H 6.095337 -15.305007 3.111036 -0.5 -0.8 -0.2
H 6.035623 -16.327075 1.640997 0.1 -0.2 0.1
H 4.464179 -17.162647 0.269545 -0.7 0.4 0.2
H 2.506727 -16.521197 -1.142010 -0.2 0.0 -0.2
H 0.332330 -15.903515 -0.156929 0.1 0.1 0.1
H 0.092447 -15.785971 2.321461 0.2 0.2 0.0
H 2.107297 -16.254842 3.721453 -0.1 0.1 0.4
C -0.681393 -21.135119 4.160516 0.4 0.2 -1.5
C 0.699279 -20.588314 3.755202 -1.1 0.3 -0.8
N 1.599353 -20.408379 4.644082 -1.0 -0.2 -0.5
N 1.343060 -20.668165 5.936350 2.0 0.5 1.1
C 2.435243 -20.281406 6.665350 -0.6 -0.5 0.7
O 3.486875 -19.703730 6.213624 -0.3 -0.1 -0.6
C 2.454861 -20.557940 8.144258 0.5 -0.2 -0.9
C 3.667458 -20.321331 8.805179 0.1 -0.1 -0.5
C 3.782154 -20.434849 10.174663 -0.6 0.6 -0.5
C 2.613453 -20.708289 10.859908 0.5 -0.5 0.9
C 1.468575 -21.131042 10.210348 -0.6 -0.5 0.7
C 1.380600 -21.093424 8.849024 -0.5 0.6 -1.3
C 1.090084 -20.278979 2.320127 0.1 -0.8 1.1
C 0.158347 -20.266749 1.303855 1.3 0.3 -0.9
C 0.674040 -20.154636 0.009377 0.1 -0.7 -1.2
C 2.035831 -20.098062 -0.261693 0.7 0.4 -0.3
C 2.896139 -20.096734 0.832869 -0.6 0.6 0.1
N 2.417490 -20.169998 2.071633 -0.6 -0.3 0.1
H -0.430604 -22.138167 4.530828 -0.5 0.3 0.5
H -1.151606 -20.465255 4.883346 0.2 -0.4 0.3
H -1.415307 -21.269703 3.319677 1.0 0.2 0.6
H 4.534636 -20.066874 8.219004 0.0 0.2 -0.1
H 4.719391 -20.183414 10.652841 -0.1 -0.1 0.2
H 2.633743 -20.670745 11.936982 -0.1 -0.1 0.2
H 0.635189 -21.545479 10.771828 0.1 0.3 0.1
H 0.461246 -21.363083 8.309379 0.5 0.1 0.4
H -0.892718 -20.344359 1.446777 -0.5 -0.1 0.3
H 0.057232 -20.271174 -0.884140 -0.3 0.4 0.5
H 2.464252 -19.996320 -1.301642 -0.7 -0.3 1.4
H 3.956991 -19.954715 0.765520 0.3 -0.1 -0.3
Se 6.975628 -20.021355 -1.601176 0.2 -0.2 -0.2
N 7.649154 -21.652608 -1.428885 0.6 0.9 -1.0
C 7.100663 -22.177236 -0.381640 -0.3 -1.0 0.7
C 7.391623 -23.526370 0.043963 -0.1 0.7 -1.2
C 6.646833 -24.021740 1.033278 0.7 0.4 0.1
C 5.732766 -23.170128 1.716652 -0.5 -0.7 0.8
N 5.460163 -21.932953 1.454594 0.2 1.2 -1.0
C 6.121497 -21.392394 0.326687 -0.1 0.4 0.1
N 5.932530 -20.157878 -0.192653 -0.3 -1.4 1.4
H 8.107355 -24.100895 -0.530440 0.1 0.0 0.2
H 6.883212 -24.998536 1.374192 -0.4 -0.8 0.4
H 5.216747 -23.653061 2.569071 0.1 0.6 -0.4
```
Positions in Å, forces in eV/Å.

Summary:
**E_HOMO**: -12.9 eV
**Frontier orbital gap**: 6.746 eV
**Charge**: +2
**Max |F|**: 0.059 hartree/bohr
**Energy**: -133683.7145 eV

---

Record 2
C42H35AsF6N9O2S2W as an isolated structure. Source: the Open Molecules 2025 dataset; level of theory: ωB97M-V with the def2-TZVPD basis set.

```
98
Properties=species:S:1:pos:R:3:forces:R:3
W -1.364774 1.996626 -0.301969 -1.3 1.5 -0.8
C -2.645435 5.843515 -2.298909 0.0 0.0 0.0
C -1.467494 6.504639 -2.595781 0.1 0.0 0.1
C -0.312435 6.110654 -1.943716 0.0 0.1 -0.1
C -0.358546 5.030771 -1.076012 0.0 -0.1 0.1
N -1.478562 4.319401 -0.878038 0.6 -0.3 -0.1
C -2.605140 4.761271 -1.438457 -0.1 0.1 0.1
N 0.800089 4.770680 -0.366859 -0.1 0.0 -0.1
C 0.995248 3.915444 0.543559 0.2 0.2 -0.1
N 0.153417 2.882301 1.102384 -0.1 -0.7 0.2
C 0.867362 2.350954 2.126542 -0.3 0.1 0.1
N 0.614505 1.394523 3.036365 0.2 -0.3 -0.1
C -0.515821 0.774121 3.358743 0.1 0.2 0.0
C -0.410756 -0.160017 4.425090 -0.1 -0.1 0.1
C -1.554376 -0.775740 4.897257 0.0 0.0 0.0
C -2.761974 -0.422552 4.322333 0.0 0.0 0.0
C -2.767903 0.489726 3.239574 -0.1 -0.1 0.1
N -1.692247 1.038156 2.742868 0.0 0.2 0.1
C 2.193391 2.943232 2.223795 0.1 0.0 0.2
C 3.256144 2.655625 3.075214 -0.2 0.0 0.0
C 4.419310 3.377327 2.882740 0.1 0.1 -0.1
C 4.510004 4.352648 1.878690 0.0 -0.1 0.1
C 3.438798 4.639130 1.044608 -0.1 0.0 0.0
C 2.283314 3.906172 1.243515 0.0 -0.1 0.0
H -3.587209 6.139720 -2.736814 0.0 0.0 0.0
H -1.453901 7.329563 -3.294603 0.0 0.0 0.0
H 0.632321 6.615470 -2.078572 0.0 0.0 0.0
H -3.513926 4.236492 -1.189196 0.0 -0.1 -0.1
H 0.568188 -0.348805 4.841218 0.0 0.0 0.0
H -1.508704 -1.501161 5.697434 0.0 0.0 0.0
H -3.695996 -0.839701 4.672285 0.0 0.0 0.0
H -3.715271 0.757761 2.784502 0.0 -0.1 0.0
H 3.166488 1.899496 3.842417 0.0 0.0 0.0
H 5.275650 3.193781 3.517462 0.0 0.0 0.0
H 5.439202 4.892078 1.752584 0.0 0.0 0.0
H 3.498571 5.390532 0.270036 0.0 0.0 0.0
S 1.649481 0.155482 0.030195 0.1 0.0 0.2
C 1.822654 -1.444542 -0.406908 0.2 -0.3 -0.1
N 2.640768 -1.941180 -1.290561 0.0 -0.2 -0.1
C 2.650910 -3.390046 -1.532108 -0.1 -0.1 -0.1
C 2.327787 -4.148074 -0.270194 -0.1 0.0 -0.1
N 1.086399 -3.635468 0.333593 0.4 0.0 0.3
C 0.317736 -4.574406 1.170759 -0.2 0.0 -0.2
C -0.468292 -5.528560 0.309301 0.0 0.0 0.0
C -1.483998 -5.041097 -0.509914 0.0 0.0 0.0
C -2.218845 -5.911803 -1.295910 0.0 0.0 0.0
C -1.938344 -7.273768 -1.274182 0.0 0.0 0.0
C -0.928994 -7.761838 -0.460845 0.0 0.0 0.0
C -0.189646 -6.887979 0.327515 0.0 0.0 0.0
C 0.908680 -2.342188 0.368570 0.3 0.0 -0.1
S -0.170453 -1.448900 1.271675 -0.2 0.0 0.0
C 3.556893 -1.114969 -2.104956 0.1 0.1 0.1
C 4.969155 -1.205321 -1.584253 0.0 -0.1 0.0
C 5.315989 -0.623135 -0.365878 0.0 0.0 0.0
C 6.615645 -0.716188 0.102887 0.0 -0.1 0.0
C 7.575690 -1.401182 -0.633348 0.0 0.0 0.0
C 7.237582 -1.974452 -1.848101 0.0 0.0 0.0
C 5.933347 -1.884524 -2.318411 0.0 0.0 0.0
H 3.641878 -3.673755 -1.882868 0.0 0.1 0.0
H 1.925957 -3.618058 -2.317774 0.0 0.0 0.0
H 3.131866 -4.050214 0.464191 0.0 0.0 0.0
H 2.191639 -5.201809 -0.506906 -0.1 0.0 0.0
H -0.343358 -3.981826 1.802071 0.0 0.0 0.0
H 1.020982 -5.109211 1.810598 0.1 0.0 0.0
H -1.704185 -3.978268 -0.527306 0.0 0.0 0.0
H -3.011993 -5.533174 -1.926554 0.0 0.0 0.0
H -2.506799 -7.952424 -1.895448 0.0 0.0 0.0
H -0.711824 -8.821055 -0.439627 0.0 0.0 0.0
H 0.600250 -7.271414 0.963588 0.0 0.0 0.0
H 3.181418 -0.092050 -2.087695 0.0 0.0 0.0
H 3.503481 -1.486258 -3.127906 -0.1 0.0 0.0
H 4.569716 -0.090145 0.213331 0.0 0.0 0.0
H 6.883677 -0.255150 1.044265 0.0 0.0 0.0
H 8.585270 -1.490618 -0.255810 0.0 0.1 0.0
H 7.987657 -2.487061 -2.434892 0.0 0.0 0.0
H 5.673945 -2.330649 -3.272074 0.0 0.0 0.0
O -2.629761 2.974550 0.890612 -0.2 0.1 -0.1
N -3.918044 2.732802 0.757700 -0.1 0.0 0.2
N -4.108929 1.555354 0.374896 -0.2 0.1 0.3
O -3.100576 0.751719 0.207020 0.0 0.0 0.1
C -5.458617 1.140756 0.067123 0.2 -0.3 0.0
C -6.527965 1.782012 0.672055 0.0 0.0 0.1
C -7.805978 1.405011 0.298415 0.0 0.0 0.0
C -7.991986 0.415066 -0.660308 0.0 0.0 0.0
C -6.901764 -0.217039 -1.240998 0.0 0.0 0.0
C -5.613690 0.141396 -0.875485 0.0 0.0 -0.1
H -6.362681 2.549499 1.414741 0.0 0.0 0.0
H -8.659117 1.889082 0.752596 0.0 0.0 0.0
H -8.994640 0.139519 -0.957281 0.0 0.0 0.0
H -7.053305 -0.980089 -1.991614 0.0 0.0 0.0
H -4.742899 -0.315845 -1.323203 0.0 0.0 0.0
F -1.184016 0.314952 -1.144611 0.4 0.0 0.6
As -1.252170 1.231920 -4.008810 0.2 0.1 -0.4
F 0.386458 0.766483 -3.680923 -0.1 0.0 0.1
F -2.708607 2.208682 -1.645809 0.1 -0.2 -0.1
F -0.982716 1.327998 -5.700757 -0.1 -0.1 -0.1
F -1.032137 2.930445 -3.781915 0.0 -0.1 0.0
F 0.111888 2.309173 -1.387850 0.2 0.0 -0.2
```
Positions in Å, forces in eV/Å.

Summary:
**E_HOMO (alpha / beta)**: -13.1 / -13.3 eV
**Frontier orbital gap (alpha / beta)**: 6.889 / 5.048 eV
**<S²>**: 3.811
**Charge**: +2
**Max |F|**: 0.042 hartree/bohr
**Multiplicity**: 4
**Energy relative to the best compared isomer or geometry (same formula, charge and spin)**: 185.1 kJ/mol
**Energy**: -162254.6982 eV

---

Record 3
C42H35BrF10N7O6P2S5Ti as an isolated structure. Source: the Open Molecules 2025 dataset; level of theory: ωB97M-V with the def2-TZVPD basis set.

```
109
Properties=species:S:1:pos:R:3:forces:R:3
Ti -0.971506 0.119252 1.425783 -0.6 -0.6 1.0
S -2.211453 0.313605 4.849150 0.0 0.3 -0.1
C -3.229257 0.216312 3.535116 0.1 -0.3 0.4
N -2.955314 0.003398 2.225142 -0.5 0.1 -0.3
C -4.141979 -0.170966 1.490206 -0.3 0.1 0.0
C -4.250336 -0.472398 0.135968 -0.1 -0.1 0.3
C -5.499889 -0.608480 -0.444259 0.1 0.0 -0.2
C -6.662615 -0.439777 0.297713 -0.1 0.0 0.0
C -6.581898 -0.143134 1.647040 0.1 0.0 0.0
C -5.327272 -0.015683 2.222830 0.0 0.0 0.1
S -4.951690 0.307912 3.881928 0.2 0.0 -0.2
H -3.366630 -0.595443 -0.458503 0.2 -0.1 -0.2
H -5.564410 -0.863032 -1.495026 0.0 0.0 0.0
H -7.630249 -0.540927 -0.176430 0.0 0.0 0.0
H -7.468819 -0.018535 2.254573 0.0 0.0 0.0
F 5.448397 3.424065 4.443077 0.1 0.1 0.1
C 4.696625 2.536876 3.810778 0.0 -0.1 -0.1
C 5.024002 2.128280 2.534862 0.0 0.0 0.1
F 6.115177 2.610451 1.947768 0.0 0.1 -0.1
C 4.231199 1.209798 1.867547 -0.2 -0.1 0.1
F 4.662354 0.873802 0.653642 0.1 0.1 -0.1
C 3.081097 0.655686 2.431824 -0.3 0.5 0.1
P 1.816787 -0.360274 1.485815 1.1 -0.2 -0.1
C 2.394965 -2.049077 1.901093 -0.2 0.0 0.0
C 2.042970 -3.100363 1.055079 -0.1 0.0 0.1
C 2.382081 -4.405508 1.374110 -0.1 0.0 0.0
C 3.070150 -4.677760 2.546710 0.0 0.0 0.0
C 3.445972 -3.636907 3.380432 0.0 0.0 0.0
C 3.114149 -2.329257 3.059573 0.1 0.0 0.0
C 2.366184 -0.153584 -0.222770 -0.2 -0.2 -0.2
C 1.681969 0.962572 -0.971385 -0.3 0.0 -0.1
C 2.524824 1.471148 -2.101770 -0.1 -0.1 0.0
C 3.540981 0.742571 -2.611657 -0.1 0.1 -0.1
C 3.873127 -0.518658 -2.066440 0.1 -0.1 -0.2
C 3.307833 -0.923527 -0.857339 -0.1 0.0 0.2
C 2.823649 1.038500 3.762419 0.1 -0.2 -0.2
Br 1.505727 0.180422 4.781626 -0.3 0.1 0.0
C 3.599177 1.969669 4.429353 -0.1 -0.2 -0.1
F 3.325383 2.308915 5.684040 0.1 0.1 0.1
H 1.517674 -2.895446 0.131890 -0.1 0.0 0.0
H 2.095817 -5.206563 0.704835 0.0 0.0 0.0
H 3.327606 -5.698160 2.800942 0.0 0.0 0.0
H 4.000545 -3.841711 4.287107 0.0 0.0 0.0
H 3.431172 -1.531773 3.717315 0.0 0.0 0.0
H 1.453219 1.794420 -0.298717 0.0 0.0 0.0
H 2.250927 2.420276 -2.532628 -0.1 0.2 -0.1
H 4.102420 1.120739 -3.456300 0.0 0.0 0.0
H 4.630333 -1.127956 -2.541346 0.0 0.0 0.0
H 3.701078 -1.802023 -0.360081 0.0 0.0 0.0
F -0.317310 1.452358 2.686272 0.4 0.7 0.5
P -0.667862 3.146430 2.405668 -0.2 0.6 -0.6
F -1.051838 4.622206 1.998774 0.0 0.2 0.1
F -1.172100 3.291453 3.877872 0.0 -0.2 0.1
F -2.125014 2.569271 1.921632 0.5 0.3 0.2
F 0.827034 3.480723 2.818754 0.0 -0.1 0.2
F -0.131358 2.861747 0.886130 0.0 0.1 0.2
C -0.170691 6.299878 -1.635142 0.0 0.0 -0.1
C -0.685878 6.347643 -3.066195 0.0 -0.4 0.1
S -0.659700 4.720827 -3.842430 -0.3 0.2 0.1
O -0.768225 4.875687 -5.265285 -0.1 0.1 -0.1
O 0.443995 3.967476 -3.304254 0.2 -0.2 0.2
C -2.186095 3.954231 -3.244775 0.6 0.0 0.0
C -2.192989 2.445638 -3.519146 0.0 0.2 -0.1
N -1.393777 1.659600 -2.572499 0.5 0.0 -0.6
C -1.709500 1.517785 -1.244330 -0.3 0.0 0.4
N -0.862118 0.814254 -0.570139 0.1 0.3 -0.7
C 0.234820 0.433105 -1.468226 0.6 0.1 -0.2
C -0.244381 0.941923 -2.795302 -0.2 0.2 0.7
N 0.178548 0.466685 -4.013565 -0.2 -0.5 -0.6
O 1.038246 -0.426668 -3.987460 0.1 0.2 0.2
O -0.336222 0.875906 -5.065550 0.1 0.2 0.4
C -2.956486 2.119908 -0.713044 0.0 0.1 -0.1
H -0.063372 7.312225 -1.248303 0.0 0.0 0.0
H 0.801933 5.812083 -1.609740 0.0 0.0 0.1
H -0.842591 5.751574 -0.973592 0.0 0.0 0.0
H -0.062203 6.967285 -3.710125 0.0 0.0 -0.1
H -1.717268 6.696313 -3.134456 0.0 0.1 -0.1
H -2.987812 4.436796 -3.800606 -0.1 0.0 0.1
H -2.257262 4.188521 -2.183624 -0.1 0.0 -0.1
H -1.803958 2.250176 -4.512387 0.0 -0.1 0.0
H -3.217984 2.079691 -3.479784 0.0 0.0 0.0
H 0.315547 -0.651084 -1.503712 0.0 0.1 -0.1
H -3.767575 1.997587 -1.430252 0.0 0.0 0.1
H -2.820256 3.183862 -0.514812 0.1 0.0 0.0
H -3.241384 1.649715 0.217880 0.0 0.1 -0.1
N 2.420102 -6.300253 -2.981983 0.0 0.0 0.1
C 1.474622 -5.437925 -2.487854 -0.1 0.1 0.1
C 1.431182 -4.107896 -2.927208 0.0 -0.1 0.1
C 0.506144 -3.233683 -2.402713 0.0 0.0 0.0
C -0.380114 -3.658612 -1.420262 -0.2 0.2 0.0
C -0.363856 -4.979598 -0.987261 -0.1 0.1 0.0
C 0.557294 -5.859989 -1.514675 0.1 0.0 -0.1
S -1.621325 -2.542377 -0.851115 0.1 0.0 -0.1
O -1.797889 -1.548763 -1.880319 0.0 0.0 0.2
O -2.743666 -3.332241 -0.431481 0.1 0.0 0.1
N -1.011875 -1.728962 0.472424 -0.3 -0.4 -0.7
C -1.065229 -2.344968 1.685351 0.1 -1.2 0.5
S -1.455263 -3.983286 2.077179 0.0 0.2 0.2
C -1.106143 -3.634698 3.736738 0.0 -0.1 -0.2
C -0.786523 -2.338168 3.890405 0.1 0.1 0.2
N -0.758658 -1.603992 2.726771 0.1 -0.5 -0.5
H 2.908049 -6.028855 -3.816294 0.0 -0.1 0.0
H 2.283585 -7.286074 -2.849594 0.0 0.0 -0.1
H 2.113132 -3.762003 -3.694606 0.0 0.0 0.0
H 0.464696 -2.226446 -2.783360 0.0 0.1 -0.1
H -1.088782 -5.308476 -0.255540 0.0 -0.1 -0.1
H 0.568082 -6.893648 -1.189934 0.0 0.0 0.0
H -1.177342 -4.398074 4.492258 0.0 0.0 0.0
H -0.569397 -1.855618 4.826230 0.0 0.0 0.0
```
Positions in Å, forces in eV/Å.

Summary:
**E_HOMO (alpha / beta)**: -7.2 / -7.3 eV
**Frontier orbital gap (alpha / beta)**: 6.826 / 5.317 eV
**<S²>**: 3.803
**Charge**: 0
**Max |F|**: 0.025 hartree/bohr
**Multiplicity**: 4
**Energy relative to the best compared isomer or geometry (same formula, charge and spin)**: 172.0 kJ/mol
**Energy**: -259928.0965 eV